No. 1
13
Properties=species:S:1:pos:R:3 method="wB97M-V/def2-TZVPD" charge=0 homo_lumo_gap_ev=8.54 fmax_ev_per_a=6.1 smiles="CSC(=S)CC=O" homo_energy_ev=-8.967 energy_ev=-27959.617
C 0.9993 0.8056 -2.3052
C -0.0072 -0.6163 -0.1817
C -0.8640 -0.7473 1.0266
C -0.8366 0.1508 2.2010
H 1.5377 0.1051 -3.0114
H 1.7092 0.8718 -1.2587
H 0.7552 1.9468 -2.9255
H -0.2751 -1.5215 1.6103
H -1.9747 -1.2531 0.8443
H -1.4038 -0.1889 3.0519
O -0.3941 1.3044 2.4880
S -0.7152 0.2016 -1.5660
S 1.4693 -1.0592 0.0263

No. 2
13
Properties=species:S:1:pos:R:3 method="wB97M-V/def2-TZVPD" charge=0 homo_lumo_gap_ev=8.18 fmax_ev_per_a=7.0 homo_energy_ev=-8.614 energy_ev=-27957.956
C 0.5755 1.4210 0.5650
C 0.8877 -0.0388 0.2351
C -1.7915 0.0666 0.3094
C -3.0217 -0.5271 -0.3345
H -0.9603 2.0020 -0.7042
H 1.4673 2.1648 0.5504
H -0.2078 1.6473 1.3051
H -1.8373 1.2498 1.0575
H -2.9337 -1.3848 -1.1845
H -3.6759 0.2196 -0.0187
O -0.0391 2.0988 -0.6049
S 2.2770 -0.6464 -0.2109
S -0.4920 -1.1173 0.1599

No. 3
12
Properties=species:S:1:pos:R:3 method="wB97M-V/def2-TZVPD" charge=+3 homo_lumo_gap_ev="7.71 / 5.97" fmax_ev_per_a=5.3 s2=2.02 spin_multiplicity=3 homo_energy_ev="-23.228 / -23.069" energy_ev=-35784.212
H -1.2833 2.0797 -1.7797
C 1.4935 2.4645 -0.7044
C 0.2986 2.0329 -0.8074
C -1.0067 1.5112 -0.8275
C -1.1265 -0.0164 -1.0463
O -0.1037 -0.5843 -0.3319
Tm 0.4718 -1.4504 1.5539
H 2.0200 2.9101 -1.5578
H 2.0538 2.2767 0.2213
H -1.6390 1.9277 -0.0289
H -1.0767 -0.2203 -2.1295
H -2.1178 -0.3120 -0.6623

No. 4
12
Properties=species:S:1:pos:R:3 method="wB97M-V/def2-TZVPD" charge=0 homo_lumo_gap_ev=6.71 fmax_ev_per_a=2.6 smiles="P#[PH][C@@H]1C=CC1" homo_energy_ev=-7.772 energy_ev=-22818.253
C -0.0570 -0.6581 0.3194
C -0.7277 -0.2854 -1.0170
C -0.5610 0.7465 0.8007
C -1.2119 0.8550 -0.5191
P 1.7964 -0.8845 0.2871
P 3.1972 0.5241 0.0939
H -0.6439 -1.3894 0.8786
H -0.6802 -1.0252 -1.8435
H -1.4140 0.9088 1.5893
H 0.2975 1.4845 0.8635
H -1.8384 1.5870 -0.8587
H 1.8429 -1.8633 -0.5944

No. 5
11
Properties=species:S:1:pos:R:3 method="wB97M-V/def2-TZVPD" charge=0 homo_lumo_gap_ev=8.39 fmax_ev_per_a=4.3 smiles="S=C1CCC1" homo_energy_ev=-8.543 energy_ev=-15078.605
C 0.0480 -1.0813 0.0982
C -0.5338 -0.1480 -0.9316
C 0.0453 1.0079 -0.1448
C 0.5449 0.0266 1.0088
H -0.1595 -0.1801 -2.0395
H -1.5400 -0.2182 -0.9099
H 0.9857 1.3567 -0.7001
H -0.5569 1.8679 0.1125
H -0.0865 -0.0205 1.8885
H 1.6118 0.0056 1.1971
S -0.3590 -2.6165 0.4209

No. 6
12
Properties=species:S:1:pos:R:3 method="wB97M-V/def2-TZVPD" charge=0 homo_lumo_gap_ev=7.89 fmax_ev_per_a=4.1 smiles="S=C[C@H]1CCS1" homo_energy_ev=-8.965 energy_ev=-25912.149
C -1.9484 -0.2381 0.5596
C -0.6630 -0.3353 -0.2111
C 0.5049 0.7503 -0.0527
C 1.8190 -0.3209 -0.1570
H -2.1160 0.5239 1.6060
H -1.1120 -0.1263 -1.1818
H 0.6399 1.6306 -0.7695
H 0.6795 1.0266 0.9457
H 2.2721 -0.1548 -1.2236
H 2.6223 -0.1566 0.5969
S -3.3751 -0.8036 -0.1946
S 0.6769 -1.7959 0.0821

No. 7
13
Properties=species:S:1:pos:R:3 method="wB97M-V/def2-TZVPD" charge=0 homo_lumo_gap_ev=8.44 fmax_ev_per_a=3.5 smiles="CSC(=S)[C@@H]1CS1" homo_energy_ev=-8.853 energy_ev=-36748.826
C 2.2314 -1.3684 -0.0487
C 0.2694 0.6240 -0.4793
C -1.2771 0.9604 -0.3313
C -2.2385 0.4718 0.7653
H 2.4440 -2.4819 -0.5354
H 2.7643 -0.4561 -0.5638
H 2.4294 -1.2473 1.0986
H -1.3104 2.0333 -0.7512
H -2.8114 1.2823 1.1941
H -1.9177 -0.1313 1.5461
S 0.5140 -1.1164 -0.4674
S 1.4200 1.7889 -0.5367
S -2.5175 -0.3594 -0.8903

No. 8
12
Properties=species:S:1:pos:R:3 method="wB97M-V/def2-TZVPD" charge=0 homo_lumo_gap_ev=7.60 fmax_ev_per_a=5.6 homo_energy_ev=-7.722 energy_ev=-19993.764
C 0.7359 2.4429 0.8464
C 1.3328 1.3879 0.2488
C -0.3055 -2.7524 -1.1629
C -0.8680 -1.6143 -1.5331
Si -0.2602 0.8685 1.2129
Si -0.2393 -1.5362 0.2712
H 0.9004 3.4201 0.8285
H 2.1669 1.0713 -0.2270
H -0.1585 -3.7343 -1.5216
H -1.3287 -1.2375 -2.4845
H -1.7999 1.1488 0.8155
H -0.1760 0.5353 2.7060

No. 9
13
Properties=species:S:1:pos:R:3 method="wB97M-V/def2-TZVPD" charge=+1 homo_lumo_gap_ev="3.04 / 3.01" fmax_ev_per_a=7.6 homo_energy_ev="-8.392 / -8.336" energy_ev=-6985.377
H 1.9852 -0.6944 0.7945
C -0.0480 1.0123 -0.9009
C 1.2631 -0.2215 0.1169
C -0.0626 0.1482 0.6240
O -0.6463 -0.2506 1.7210
Ba -1.1835 -2.1692 3.2699
H -0.4970 1.9207 -0.4825
H 0.6805 1.2019 -1.7016
H 1.2530 -1.0611 -0.5933
H 1.2774 0.7347 1.0984
C -1.0437 -0.1190 -1.0617
H -2.0871 0.1740 -0.8864
H -0.8910 -0.6760 -1.9980

No. 10
12
Properties=species:S:1:pos:R:3 method="wB97M-V/def2-TZVPD" charge=0 homo_lumo_gap_ev=10.75 fmax_ev_per_a=4.3 smiles=CC1(Br)CC1 homo_energy_ev=-9.744 energy_ev=-74302.453
C -0.2352 1.0398 -0.7857
C -0.1998 1.1428 0.7188
C 0.4763 0.0213 0.0281
C -0.1562 -1.6682 0.0538
Br 2.4052 -0.0308 -0.0097
H -1.1643 0.7552 -1.2559
H 0.3464 1.7392 -1.3688
H 0.4288 1.9073 1.1510
H -1.1035 0.9484 1.2764
H -1.1014 -1.6466 -0.4698
H -0.2757 -1.9252 1.0979
H 0.5794 -2.2832 -0.4361

No. 11
17
Properties=species:S:1:pos:R:3 method="wB97M-V/def2-TZVPD" charge=0 homo_lumo_gap_ev="6.79 / 7.10" fmax_ev_per_a=1.0 s2=2.02 spin_multiplicity=3 homo_energy_ev="-8.111 / -9.212" energy_ev=-110713.361
Mo 0.8567 -1.7951 0.0744
S 2.9912 -3.4113 -1.4982
C 2.5394 -1.9064 -1.3260
S -0.5753 -3.0751 -0.7015
S 2.5452 -0.3253 -1.6241
C -1.8203 0.6052 -0.4423
C -0.8552 0.8276 0.6965
C -0.1864 2.1812 0.6865
O 0.2131 -0.1601 0.6256
H -2.6536 1.3056 -0.3485
H -2.2223 -0.4069 -0.4242
H -1.3393 0.7772 -1.4066
H -1.3487 0.6354 1.6522
H 0.3333 2.3373 -0.2597
H 0.5340 2.2732 1.4971
H -0.9381 2.9644 0.8053
Br 1.9263 -2.8268 1.9937

No. 12
14
Properties=species:S:1:pos:R:3 method="wB97M-V/def2-TZVPD" charge=+1 homo_lumo_gap_ev="9.26 / 5.13" fmax_ev_per_a=4.0 s2=2.01 spin_multiplicity=3 homo_energy_ev="-12.611 / -13.113" energy_ev=-86616.987
C -0.7645 1.6427 -0.4734
C -1.1130 0.4125 -0.1374
C 0.9495 0.4812 0.9455
C 0.6133 -1.2050 -0.6816
N -0.0180 -0.4517 0.3591
S 0.8988 2.0243 -0.0947
Br -3.3625 -0.5601 -0.0759
H -1.5342 2.1311 -1.0922
H 0.5595 0.6210 2.0292
H 1.9735 -0.0060 0.8525
H 0.8478 -0.3967 -1.3364
H 1.5422 -1.7928 -0.2914
H -0.1281 -1.8764 -1.1709
H -0.4644 -1.0241 1.1676

No. 13
13
Properties=species:S:1:pos:R:3 method="wB97M-V/def2-TZVPD" charge=0 homo_lumo_gap_ev="8.02 / 7.84" fmax_ev_per_a=3.7 homo_energy_ev="-7.325 / -7.190" energy_ev=-76346.772
C 0.1147 -0.6318 -0.6452
C -2.3104 -0.8500 0.0280
C 1.4582 0.8065 0.8446
C 0.9832 0.4942 -0.5006
O -1.1437 -0.3726 -0.4177
Br -3.7848 0.1874 0.3265
H 0.2569 -1.6522 -0.9620
H -2.4787 -1.9544 -0.1008
H 0.5404 0.6838 1.3679
H 1.9918 1.7384 0.7713
H 2.0668 -0.0094 1.3763
H 1.7968 0.2282 -1.1252
H 0.5088 1.3320 -0.9631

No. 14
13
Properties=species:S:1:pos:R:3 method="wB97M-V/def2-TZVPD" charge=0 homo_lumo_gap_ev=10.15 fmax_ev_per_a=5.5 homo_energy_ev=-9.186 energy_ev=-76347.694
C -1.5643 -2.3096 0.1262
C -1.4652 -1.0049 -0.0153
C 1.5847 1.6668 0.0644
C 0.3820 -0.3200 0.0354
O 0.4285 0.9860 -0.3341
Br 1.1791 -1.4174 -1.2750
H -2.4920 -2.8188 -0.1575
H -0.7412 -2.9154 0.0755
H -2.0079 -0.1231 0.1988
H 2.3883 1.1219 -0.3113
H 1.7372 1.8927 1.2826
H 1.5368 2.7025 -0.3853
H 0.7087 -0.5033 1.0843

No. 15
15
Properties=species:S:1:pos:R:3 method="wB97M-V/def2-TZVPD" charge=0 homo_lumo_gap_ev="7.81 / 7.54" fmax_ev_per_a=4.5 homo_energy_ev="-7.531 / -7.505" energy_ev=-89230.135
C 0.6004 -0.2757 -0.6526
C -2.3752 -0.5394 -0.1268
C -1.2204 -1.1468 0.5834
C 2.4051 1.4396 -0.3940
O 0.9584 -1.0506 -1.4566
O -0.1503 -0.1161 0.3580
S 3.4430 0.8008 0.8440
Br 1.6084 3.1949 -0.2495
H -3.2881 -0.7626 0.5048
H -2.5129 0.4974 -0.3101
H -2.5666 -0.8952 -1.0923
H -0.7596 -2.0142 0.0240
H -1.3691 -1.3901 1.6025
H 2.7012 1.2387 -1.4933
H 2.5258 1.0193 1.8585

No. 16
15
Properties=species:S:1:pos:R:3 method="wB97M-V/def2-TZVPD" charge=0 homo_lumo_gap_ev=9.90 fmax_ev_per_a=3.0 homo_energy_ev=-9.262 energy_ev=-80445.882
C 0.5181 0.6193 -0.9678
C -0.2180 -0.2049 -0.2560
C 0.3153 0.8831 -2.4198
C -0.1418 -0.4839 1.3856
O -1.1941 0.2428 1.9284
O -0.2297 -1.8196 1.6912
O 1.0767 -0.0112 1.8227
Br -1.6923 -1.1783 -0.9515
H 1.3207 1.1400 -0.4673
H -0.1237 1.8719 -2.5559
H 1.2638 0.8588 -2.9511
H -0.3570 0.1492 -2.8574
H -0.8828 0.7403 2.6918
H -1.1159 -2.1425 1.4826
H 1.4607 -0.6650 2.4244

No. 17
13
Properties=species:S:1:pos:R:3 method="wB97M-V/def2-TZVPD" charge=0 homo_lumo_gap_ev=10.95 fmax_ev_per_a=4.4 smiles=C#C[Si](C)(C)Br homo_energy_ev=-10.212 energy_ev=-82181.227
C -1.1945 -0.6300 2.4428
C -0.7901 -0.7336 1.3181
C 1.6649 -0.6218 -0.0718
C -0.6918 1.4570 -1.0905
Si -0.2007 -0.2486 -0.4150
Br -0.9587 -1.9033 -1.7912
H -1.4057 -0.7706 3.4133
H 2.2518 0.3160 0.0864
H 1.7018 -1.3229 0.7420
H 1.9981 -0.9392 -0.9535
H -0.1257 1.5026 -2.0096
H -1.7663 1.6110 -1.2432
H -0.4832 2.2834 -0.4279

No. 18
12
Properties=species:S:1:pos:R:3 method="wB97M-V/def2-TZVPD" charge=0 homo_lumo_gap_ev=11.11 fmax_ev_per_a=8.1 homo_energy_ev=-10.199 energy_ev=-16781.424
C -0.8257 0.2731 0.5013
C 0.1607 1.0443 -0.1223
C 0.8159 -0.3879 -0.7768
C 0.1941 -0.8598 0.5039
H -1.2141 0.6719 1.3672
H 0.9674 1.5791 0.4110
H -0.2764 1.7708 -0.8802
H 0.1012 -0.9130 -1.5957
H 1.8784 -0.5371 -1.0280
H -0.2319 -1.9322 0.4666
H 0.9328 -0.5771 1.3985
Cl -2.5024 -0.1322 -0.2455

No. 19
15
Properties=species:S:1:pos:R:3 method="wB97M-V/def2-TZVPD" charge=0 homo_lumo_gap_ev=8.73 fmax_ev_per_a=3.2 smiles="C=[Si](Cl)Cl.FC1CC1" homo_energy_ev=-8.641 energy_ev=-39900.795
C -2.5682 0.1523 1.2898
C -1.9327 -0.0949 -0.0951
C -1.0872 0.3766 1.0329
C 1.8822 -0.8251 -0.9732
F -2.0822 0.8278 -1.1311
Si 3.3257 0.1679 -1.1272
Cl 5.2105 -0.4156 -1.3249
Cl 3.3901 2.2225 -1.0097
H -3.2136 1.0182 1.4947
H -2.7826 -0.7806 1.9176
H -1.9267 -1.0469 -0.5472
H -0.8051 1.3734 0.8726
H 0.8385 -0.6412 -0.7445
H 2.0797 -1.9962 -1.0597
H -0.3286 -0.3381 1.4050

No. 20
14
Properties=species:S:1:pos:R:3 method="wB97M-V/def2-TZVPD" charge=0 homo_lumo_gap_ev=7.44 fmax_ev_per_a=4.1 homo_energy_ev=-6.594 energy_ev=-30792.064
C -1.7422 1.3363 -1.0158
C -1.7121 0.7648 0.1376
C 1.3170 -1.9055 -0.3924
C 0.9562 0.0239 0.8224
N 1.7263 -0.9716 0.4013
Cl -1.8008 1.7346 1.5572
Cl 1.4772 1.4026 1.6087
H -1.7252 2.4242 -0.9938
H -1.6855 0.8076 -1.9590
H 1.9966 -2.7175 -0.8163
H 0.3087 -1.7262 -0.6326
H -1.7566 -0.2079 0.3231
H -0.0441 -0.1284 0.4903
H 2.6845 -0.8369 0.4693